(1)
14
Properties=species:S:1:pos:R:3 method="wB97M-V/def2-TZVPD" max_force_ev_per_a=4.28 charge=0 smiles="CC(C)/C=N/Cl" homo_lumo_gap_ev=10.830 homo_ev=-9.7939
Cl 0.387 -2.490 -3.021
N 0.100 -1.908 -1.418
C -0.098 -0.160 0.479
C -1.280 0.783 0.336
C 1.128 0.471 1.086
C 0.177 -0.687 -1.214
H 0.851 0.856 2.066
H 0.427 0.123 -1.891
H -0.377 -1.085 0.976
H 1.929 -0.252 1.218
H -1.698 1.025 1.310
H -0.979 1.708 -0.146
H -2.059 0.317 -0.264
H 1.493 1.299 0.483

(2)
23
Properties=species:S:1:pos:R:3 method="wB97M-V/def2-TZVPD" max_force_ev_per_a=3.15 spin_multiplicity=2 charge=+1 homo_lumo_gap_ev="7.374 / 6.724" homo_ev="-11.5196 / -10.8328"
V 0.828 -0.673 0.414
N 2.720 0.218 6.711
N 0.661 -0.670 2.364
N 1.680 -2.322 -0.496
C 2.071 -0.057 5.771
C -1.100 -0.846 4.004
C 1.153 -0.372 4.700
C -2.286 3.032 -0.831
C -0.200 -0.555 5.026
C 1.577 -0.417 3.358
C -0.633 -0.924 2.693
H -1.265 -1.219 1.850
H 1.624 -3.132 0.129
H -2.859 2.243 -1.302
H -2.159 -1.002 4.202
H -1.344 2.566 -0.499
H 2.681 -2.184 -0.680
H 1.272 -2.647 -1.372
H -0.598 -0.475 -0.185
H 2.634 -0.335 3.056
H -2.049 3.854 -1.523
H -2.798 3.399 0.057
H -0.534 -0.430 6.062

(3)
92
Properties=species:S:1:pos:R:3 method="wB97M-V/def2-TZVPD" max_force_ev_per_a=0.40 spin_multiplicity=5 charge=+2 homo_lumo_gap_ev="7.128 / 6.196" homo_ev="-13.3950 / -14.2457"
Ru 0.283 -2.217 -2.214
Ge -1.319 -3.690 -4.851
S 0.653 -3.484 -0.260
S 2.381 -1.341 -2.653
S -1.889 -1.254 -2.304
N 0.037 1.773 -0.704
N -0.408 0.589 -1.137
N -0.405 -1.232 0.591
N 1.813 -0.385 -0.259
N 1.968 0.085 0.983
N -1.082 -0.349 1.326
C -2.245 1.639 2.705
C -2.265 -4.527 -3.377
C -0.231 -2.511 0.887
C -1.975 2.670 -1.582
C -1.597 -0.768 2.454
C 4.696 0.475 3.398
C 3.186 0.330 1.399
C -2.384 0.231 3.283
C -0.752 -3.016 2.102
C 3.234 2.404 2.737
C -1.337 4.886 0.312
C -2.447 -2.628 -6.006
C -2.417 1.458 -2.023
C -0.226 4.173 -0.474
C 0.131 4.981 -1.731
C 1.004 4.026 0.418
C -3.859 -0.197 3.259
C 4.127 -0.342 -0.734
C -0.725 2.814 -0.927
C -3.723 1.257 -2.726
C 4.290 0.138 0.534
C -1.435 -2.115 2.867
C 3.336 0.873 2.813
C -0.563 -4.452 2.478
C -0.236 -4.986 -5.806
C 2.218 0.331 3.706
C 5.272 -0.560 -1.674
C 2.798 -0.643 -1.108
C -1.542 0.372 -1.784
C -1.857 0.215 4.725
C 0.172 -2.526 -4.138
B 0.335 -0.654 -0.648
H -4.003 -1.186 3.698
H -3.080 -1.953 -5.432
H -4.283 2.187 -2.771
H 0.908 4.482 -2.312
H 2.277 0.815 4.681
H 1.234 0.530 3.281
H -3.558 0.898 -3.743
H 5.287 0.358 0.891
H -2.782 -3.805 -2.746
H -2.660 1.702 1.698
H 0.504 5.963 -1.439
H -2.033 -0.739 5.222
H -1.568 -5.104 -2.765
H 0.337 -4.512 -6.601
H -0.737 5.134 -2.375
H 0.771 3.437 1.307
H -3.084 -3.306 -6.575
H -1.200 1.952 2.658
H 4.891 -0.594 3.291
H 5.197 -1.523 -2.179
H -2.787 2.337 3.343
H 1.333 5.015 0.737
H -2.591 3.547 -1.737
H -0.915 -5.714 -6.252
H -0.993 -5.107 1.719
H 2.321 -0.747 3.858
H 5.520 1.030 2.949
H -1.874 -2.438 3.802
H 4.704 0.705 4.464
H 3.958 2.821 2.033
H -0.788 0.432 4.762
H -2.178 5.173 -0.320
H -4.454 0.510 3.838
H 0.498 -4.696 2.551
H -1.711 4.264 1.128
H -0.937 5.802 0.745
H -1.843 -2.049 -6.703
H 2.234 2.709 2.423
H 0.865 -2.128 -4.881
H -3.014 -5.212 -3.773
H 3.436 2.834 3.718
H 1.830 3.540 -0.102
H -4.247 -0.213 2.239
H 6.218 -0.520 -1.139
H -4.328 0.508 -2.213
H 5.282 0.214 -2.444
H 0.441 -5.507 -5.131
H -1.036 -4.666 3.433
H -2.374 0.979 5.305

(4)
187
Properties=species:S:1:pos:R:3 method="wB97M-V/def2-TZVPD" max_force_ev_per_a=6.71 charge=+1 homo_lumo_gap_ev=4.478 homo_ev=-6.5617
O 6.684 2.119 -4.218
O -4.368 0.133 7.253
O -6.060 -0.724 -5.495
O 1.618 6.904 4.270
O -2.025 -4.645 4.676
O -5.397 1.641 6.068
O -6.307 0.325 -3.527
O -3.581 0.642 5.198
O -4.540 0.544 -4.848
O 2.538 5.008 4.721
O -2.241 -6.867 4.865
O 3.368 6.849 5.545
O 5.256 3.533 -3.594
O 7.340 4.142 -4.228
O -1.374 -6.068 3.050
N 2.351 1.325 -8.498
N -8.828 -2.148 2.411
N -2.432 -7.603 -4.500
N 2.808 -1.717 8.460
N 8.195 5.649 1.954
N -0.670 2.266 -0.187
C 2.978 -0.113 -10.518
C 4.104 0.898 -10.284
C 8.814 4.177 3.773
C -0.449 2.952 -1.556
C -3.570 -7.920 -3.436
C -3.380 -9.476 -6.092
C -1.885 -5.821 4.277
C -1.150 0.757 -0.231
C -10.068 -1.359 1.847
C 5.830 8.836 1.448
C 1.290 -1.446 8.579
C 0.307 2.868 -8.327
C 3.569 -0.775 9.457
C 0.694 1.038 1.425
C 3.084 -3.228 8.700
C -0.121 4.286 -8.118
C 3.596 0.657 8.933
C 0.728 2.100 0.399
C -7.548 -1.792 1.616
C -2.040 -5.114 -4.846
C 8.076 4.200 1.436
C -2.959 3.488 0.058
C 3.884 1.438 -8.857
C 1.819 0.616 -9.791
C 3.332 -1.654 7.035
C -1.154 -7.040 -3.747
C 2.786 -4.026 7.446
C -5.618 0.039 -4.607
C 6.976 7.966 1.918
C -1.505 3.269 0.661
C 8.227 5.532 3.407
C -0.128 0.006 0.631
C 1.831 2.753 -8.289
C 4.249 1.679 9.781
C -3.992 4.270 0.842
C -7.557 -4.204 1.942
C 6.945 6.532 1.393
C 2.940 -2.968 6.354
C -8.525 -1.910 3.921
C 9.541 6.074 1.226
C -0.639 -5.724 -4.433
C -9.763 0.139 1.827
C -3.037 -10.399 -7.239
C -6.759 -3.000 1.402
C -10.931 0.933 1.415
C -2.142 -8.772 -5.504
C 6.392 3.254 -4.025
C -9.007 -3.635 2.120
C -2.904 -6.326 -5.341
C 2.479 6.187 4.953
C 8.187 3.303 2.671
C 2.210 0.406 -7.271
C -4.466 0.816 6.228
H 1.089 3.067 0.749
H -10.617 1.972 1.325
H -10.449 -1.780 0.916
H 7.113 8.013 2.998
H 2.885 0.629 -6.444
H 2.440 3.095 -7.451
H 7.865 8.394 1.455
H -7.112 -0.172 -3.689
H -9.474 0.623 2.761
H 2.256 3.261 -9.155
H -2.257 -11.094 -6.929
H -0.612 -0.681 1.324
H -10.821 -1.529 2.616
H 4.062 1.707 -11.014
H 4.294 2.425 -8.642
H -7.844 -1.437 0.628
H 7.127 6.495 0.319
H -6.976 -0.968 2.042
H 8.769 2.427 2.386
H 4.393 -1.412 6.966
H 8.581 6.421 3.929
H 6.130 5.861 1.664
H -6.734 -3.114 0.318
H -1.457 -6.845 -2.718
H -0.379 -7.798 -3.861
H -3.863 -11.051 -7.526
H -1.365 3.018 -2.143
H 3.778 1.731 10.762
H -1.196 0.442 -1.274
H 1.189 0.450 -6.891
H 2.793 -0.133 -11.592
H -2.126 0.740 0.252
H -4.404 -8.281 -4.038
H 0.074 -5.832 -5.250
H 5.982 9.902 1.615
H -3.493 2.578 -0.213
H 1.047 -1.429 9.641
H 4.438 0.811 -8.158
H 4.122 -3.346 9.013
H 2.138 -2.771 5.643
H -2.693 -9.846 -8.112
H 4.565 -1.155 9.682
H -7.524 -2.237 4.202
H 0.216 5.064 -8.803
H -1.580 2.875 1.675
H -0.035 2.266 -7.485
H -0.222 2.529 -9.219
H -0.154 -4.959 -3.826
H 0.637 -2.191 8.124
H -4.162 3.855 1.835
H -11.692 1.021 2.190
H -3.984 -6.212 -5.251
H 9.899 4.256 3.838
H 5.071 0.429 -10.464
H -9.433 -3.746 1.123
H 1.726 0.795 1.676
H -0.002 3.941 -1.456
H -1.201 4.430 -8.089
H 3.070 -0.823 10.425
H 2.644 1.048 8.573
H 3.148 -1.102 -10.092
H 8.086 3.546 -4.137
H 0.530 -0.534 -0.050
H -2.038 -4.297 -5.568
H -3.749 5.326 0.961
H 9.450 5.794 0.177
H 2.888 -0.812 6.502
H 0.878 0.075 -9.685
H -9.599 -3.977 2.969
H -7.350 -4.375 2.999
H 10.340 5.556 1.755
H -2.590 -4.754 -3.976
H -1.655 -6.887 3.464
H -2.636 -6.431 -6.392
H 8.540 3.789 4.754
H 2.481 -3.514 9.561
H 0.235 2.269 -2.060
H 1.813 -4.508 7.547
H -3.973 -10.055 -5.384
H -1.369 -8.459 -6.206
H 8.769 3.921 0.642
H 7.179 2.978 2.930
H 3.723 -3.307 5.676
H -3.178 -0.100 5.656
H -4.936 4.428 0.320
H 2.365 -0.590 -7.684
H 7.081 4.009 1.034
H -3.107 -8.640 -2.761
H 4.850 8.609 1.868
H 7.176 5.572 3.696
H -8.931 0.435 1.188
H 4.276 2.638 9.264
H 4.163 0.617 8.003
H 5.710 8.629 0.385
H -2.916 4.184 -0.780
H 1.484 1.815 -0.333
H 1.539 1.527 -10.319
H -8.513 -0.843 4.145
H 1.088 -0.493 8.090
H -0.972 4.205 0.499
H -4.085 -8.805 -6.582
H -3.928 -7.013 -2.950
H 5.285 1.393 9.967
H -5.722 -2.979 1.738
H -11.430 0.545 0.527
H -1.686 -9.557 -4.900
H 0.149 4.579 -7.104
H 3.574 -4.778 7.455
H -9.305 -2.464 4.442
H 9.547 7.139 1.461
H -7.559 -5.123 1.356
H 2.192 7.573 4.651
H 0.243 1.441 2.332

Which energy above the lowest of the compared OMol25 structures with the same formula, charge and spin belongs to each record? In order, 1.339, 0.000, 0.000, 15.636 eV.